The following is a quantum chemistry calculation of a 2-piece molecular cluster, C6H11N3O overall at a distorted geometry, from OMol25.

Geometry as XYZ:
```
21
Properties=species:S:1:pos:R:3:forces:R:3
C 0.976155 1.921942 -1.064539 1.40 -1.70 -2.74
C -0.440422 1.984817 -0.663130 -2.26 -0.27 1.49
C -1.492625 1.313702 -1.269995 -1.95 1.02 1.96
N -2.651797 1.357006 -0.411606 8.09 4.68 2.44
C -2.146437 2.083989 0.809625 2.16 -1.95 -5.39
N -0.822596 2.480636 0.566114 -3.53 -1.70 1.51
H 1.191117 0.745381 -1.152540 -0.04 2.59 0.14
H 1.767211 2.367969 -0.404786 -1.22 -0.20 -0.57
H 1.055497 2.321392 -2.171289 0.28 -0.67 2.17
H -1.623572 1.135411 -2.293629 0.01 -0.83 -1.14
H -3.464770 0.895562 -0.373059 -3.39 -2.16 -0.51
H -2.767606 1.825668 1.652021 0.47 1.10 0.66
C 2.169159 -2.530410 0.314232 -0.33 0.73 -0.13
C 0.669344 -2.743290 0.838876 0.04 -0.54 -2.80
N 0.147142 -1.651606 1.485556 0.85 0.62 0.08
O 0.029365 -3.732020 0.455510 1.06 1.51 1.63
H 2.895167 -3.001108 1.008947 -0.46 0.67 -0.05
H 2.418940 -1.394065 0.123899 -0.42 -2.30 0.55
H 2.330421 -3.113960 -0.628983 -0.59 0.70 0.71
H -0.755208 -1.534838 1.885186 -0.83 -0.98 -0.07
H 0.515505 -0.732171 1.293593 0.64 -0.31 0.06
```
Forces are in eV/Å.

Calculated values
Net charge = 0
Multiplicity = 1
DFT total energy = -12916.387 eV
SMILES = Cc1c[nH]cn1.CC(N)=O
HOMO-LUMO gap = 9.334 eV
ΔE to the lowest compared entry with this formula, charge and spin = 256.5 kJ/mol

***

The following is a quantum chemistry calculation of a 5-piece molecular cluster, C19H30ClF2NO8S overall at a distorted geometry, from OMol25.

Geometry as XYZ:
```
62
Properties=species:S:1:pos:R:3:forces:R:3
C 17.590430 0.387600 -30.658030 -0.58 -0.19 1.14
C 17.956970 0.273830 -29.116910 -0.81 1.83 -1.64
C 17.177140 1.325040 -28.155000 -1.07 -0.61 -0.55
O 15.800360 1.111920 -27.809100 -0.17 -1.90 0.51
C 14.731650 1.090600 -28.799170 1.70 0.98 0.11
N 17.856350 -1.168910 -28.665740 -0.98 0.24 -0.51
H 16.942090 -1.596920 -28.697850 -1.45 0.93 0.78
H 18.188540 -1.833090 -29.350290 1.91 0.05 -0.19
H 18.208640 -1.290850 -27.727060 0.61 -0.39 0.42
H 17.589860 1.424310 -30.994680 0.10 0.06 0.41
H 16.571490 0.029670 -30.805480 -0.04 -0.08 -0.15
H 18.249050 -0.134840 -31.351860 0.20 -0.27 0.38
H 19.014580 0.534250 -29.075050 0.00 -0.16 0.50
H 17.115750 2.351480 -28.516590 1.15 -0.09 -0.96
H 17.746170 1.376030 -27.226710 -0.30 -0.23 0.20
H 14.693790 0.179770 -29.396710 0.11 -0.13 0.09
H 14.958740 1.946950 -29.434140 -0.47 0.01 -0.50
H 13.769030 1.249020 -28.312980 0.36 -0.08 0.28
Cl 21.541830 -1.227560 -24.170350 1.61 2.66 -0.20
O 22.464170 -1.582110 -23.109300 -0.90 -0.09 0.14
O 21.907470 -1.981670 -25.332980 -0.59 -1.04 -0.75
O 20.155010 -1.397030 -23.805860 0.10 -0.62 0.06
O 21.747260 0.194120 -24.517610 -0.38 -0.90 0.47
O 29.706910 -0.013450 -24.867510 -2.30 1.57 2.68
S 28.846950 0.709030 -23.888550 0.28 0.53 -1.56
O 29.437420 1.631900 -22.906390 -0.93 -1.95 -1.33
O 27.808450 1.615560 -24.826310 1.65 -0.94 0.84
C 27.025930 2.617230 -24.146720 -0.90 0.18 -0.62
C 26.622930 3.704580 -25.174970 1.69 -0.60 0.32
C 27.577230 -0.412400 -23.093610 1.01 -0.14 -0.45
H 27.528540 3.032160 -23.273040 0.30 -0.03 -0.26
H 26.136340 2.086680 -23.807280 -0.22 0.22 0.18
H 26.446630 4.630540 -24.627610 -1.09 -0.15 -0.22
H 25.943030 3.313370 -25.931800 -0.62 0.44 0.55
H 27.492260 3.986500 -25.769000 0.43 -0.25 0.08
H 27.083940 -1.035230 -23.839820 0.06 0.53 -0.42
H 26.841070 0.167140 -22.536550 0.32 0.13 -0.07
H 28.085530 -1.145760 -22.467590 0.26 0.45 0.28
F 21.379880 -9.659580 -17.636060 0.32 1.18 -1.14
C 21.695150 -8.683320 -18.559300 0.58 0.62 -1.75
C 21.573130 -8.907060 -19.968130 -0.69 -1.03 1.53
C 21.765830 -7.943870 -20.956270 0.85 -0.84 2.61
C 22.371830 -6.747200 -20.522270 -1.50 -1.22 -1.32
C 22.576590 -6.500250 -19.160230 -0.45 -0.19 -2.25
C 22.193380 -7.436350 -18.192850 -0.06 0.60 0.46
H 21.266620 -9.893420 -20.283630 -0.26 -0.18 0.09
H 21.500490 -8.310320 -21.936940 0.31 0.79 -0.37
H 22.452390 -6.087410 -21.373490 0.74 0.97 0.61
H 22.956330 -5.496470 -19.039310 0.05 -0.08 1.15
H 22.219250 -7.047330 -17.185680 0.11 -0.60 0.37
F 22.135460 3.849660 -20.321650 2.04 0.53 1.48
C 23.331370 3.976010 -19.545540 -1.31 -1.06 -1.06
C 23.715840 5.209040 -19.057190 0.32 0.22 -0.10
C 24.955220 5.333770 -18.404880 -0.20 -1.38 -0.85
C 25.745150 4.172360 -18.272680 -0.12 1.04 0.50
C 25.291910 2.939610 -18.684360 -0.67 -0.43 -0.95
C 24.081770 2.815650 -19.375560 -0.01 0.92 0.07
H 23.105660 6.067060 -19.297740 -0.07 0.08 0.16
H 25.342320 6.304940 -18.134000 -0.09 -0.01 0.16
H 26.740850 4.242410 -17.860270 0.02 0.09 0.18
H 25.894690 2.046890 -18.606340 0.22 0.07 0.20
H 23.779550 1.897660 -19.857600 -0.14 -0.08 0.18
```
Forces are in eV/Å.

Calculated values
Net charge = 0
Multiplicity = 1
DFT total energy = -66838.959 eV
HOMO-LUMO gap = 6.417 eV

***

> net charge of number 1 (C6H11N3O)?

0